Density functional theory data (wB97M-V/def2-TZVPD) for 8 unconnected molecules or ions with the total composition C37H95O32P7S.

```
172
Properties=species:S:1:pos:R:3:lowdin_charge:R:1
C -1.86 -2.62 0.49 -0.097
C -0.98 -2.39 -0.76 -0.238
C -0.40 -0.97 -0.73 -0.231
C -0.07 -0.41 -2.12 -0.164
C -1.29 -0.21 -3.04 -0.067
C -1.70 1.23 -3.36 -0.336
C -0.74 2.37 -3.03 -0.108
C -0.59 2.66 -1.52 -0.199
C 0.84 3.09 -1.10 -0.229
C 1.23 2.40 0.22 -0.097
O -1.72 1.28 -4.84 -0.164
S -3.12 1.71 -5.44 0.570
O -3.77 0.48 -5.77 -0.224
O -2.89 2.52 -6.58 -0.217
O -3.64 2.44 -4.17 -0.200
C -3.13 1.72 -2.98 -0.174
C -4.21 0.69 -2.60 -0.289
C -5.59 1.34 -2.76 -0.040
C -4.01 0.05 -1.21 -0.167
C -4.69 0.75 -0.02 -0.222
C -3.92 2.01 0.45 -0.075
H -2.87 -2.25 0.35 0.058
H -1.42 -2.04 1.31 0.065
H -1.82 -3.67 0.77 0.069
H -0.18 -3.12 -0.71 0.105
H -1.53 -2.60 -1.68 0.102
H -1.01 -0.28 -0.14 0.090
H 0.57 -1.06 -0.23 0.109
H 0.56 0.47 -2.01 0.089
H 0.56 -1.17 -2.58 0.119
H -1.08 -0.69 -3.99 0.134
H -2.12 -0.78 -2.62 0.092
H 0.24 2.17 -3.47 0.125
H -1.12 3.27 -3.52 0.131
H -1.28 3.47 -1.27 0.111
H -0.90 1.81 -0.92 0.080
H 0.85 4.15 -0.90 0.104
H 1.57 2.79 -1.86 0.101
H 0.67 2.83 1.05 0.079
H 2.29 2.50 0.40 0.066
H 0.95 1.35 0.19 0.050
H -3.20 2.50 -2.22 0.145
H -4.18 -0.09 -3.36 0.131
H -5.95 1.28 -3.79 0.084
H -5.58 2.37 -2.40 0.090
H -6.34 0.83 -2.15 0.081
H -2.95 -0.01 -0.96 0.080
H -4.35 -0.98 -1.24 0.121
H -4.64 0.04 0.81 0.102
H -5.75 0.95 -0.19 0.091
H -4.50 2.92 0.35 0.073
H -2.99 2.07 -0.10 0.035
H -3.63 1.91 1.49 0.072
C 3.51 -2.99 2.14 -0.087
O 2.15 -2.99 2.61 -0.219
P 1.56 -4.29 3.38 0.458
O 0.11 -4.22 3.19 -0.244
O 2.05 -3.80 4.84 -0.256
C 1.51 -2.59 5.38 -0.082
O 1.88 -5.83 3.72 -0.228
C 3.24 -6.20 4.05 -0.066
H 3.70 -2.03 1.68 0.087
H 4.20 -3.12 2.98 0.089
H 3.67 -3.78 1.40 0.085
H 0.52 -2.38 4.97 0.075
H 2.18 -1.75 5.19 0.082
H 1.42 -2.73 6.46 0.089
H 3.49 -5.82 5.05 0.089
H 3.95 -5.81 3.32 0.084
H 3.29 -7.28 4.05 0.088
C -4.17 5.07 -9.55 -0.093
O -4.91 4.83 -10.77 -0.210
P -5.38 3.32 -11.08 0.420
O -5.51 3.21 -12.54 -0.242
O -6.80 3.44 -10.30 -0.259
C -7.78 4.32 -10.83 -0.108
O -5.08 1.86 -10.51 -0.196
C -5.01 1.68 -9.07 -0.083
H -3.94 6.13 -9.48 0.077
H -4.77 4.78 -8.68 0.074
H -3.23 4.51 -9.56 0.088
H -7.65 4.47 -11.90 0.082
H -7.73 5.29 -10.32 0.084
H -8.76 3.88 -10.64 0.083
H -6.01 1.75 -8.64 0.090
H -4.35 2.42 -8.62 0.051
H -4.61 0.69 -8.88 0.090
C -0.56 -11.63 1.19 -0.100
O 0.54 -10.95 1.82 -0.216
P 1.61 -10.15 0.89 0.428
O 2.85 -10.11 1.66 -0.238
O 0.80 -8.76 0.87 -0.250
C 0.65 -8.05 2.10 -0.091
O 2.03 -10.05 -0.66 -0.201
C 1.00 -9.97 -1.67 -0.086
H -1.16 -12.09 1.97 0.088
H -1.18 -10.93 0.62 0.087
H -0.19 -12.42 0.53 0.086
H 1.45 -8.29 2.80 0.069
H -0.31 -8.28 2.56 0.093
H 0.68 -6.99 1.88 0.071
H 0.53 -8.99 -1.65 0.087
H 0.25 -10.75 -1.55 0.076
H 1.49 -10.11 -2.64 0.089
C -2.28 -5.69 6.81 -0.096
O -3.56 -5.11 7.12 -0.218
P -4.04 -3.81 6.27 0.423
O -4.98 -3.09 7.13 -0.239
O -4.76 -4.67 5.09 -0.257
C -5.91 -5.44 5.43 -0.107
O -3.42 -2.75 5.26 -0.196
C -2.51 -3.21 4.22 -0.091
H -2.14 -6.55 7.47 0.087
H -2.25 -6.04 5.77 0.089
H -1.47 -4.98 6.99 0.085
H -6.43 -5.03 6.30 0.083
H -5.63 -6.48 5.63 0.083
H -6.58 -5.42 4.57 0.085
H -3.07 -3.75 3.45 0.088
H -1.74 -3.86 4.63 0.049
H -2.04 -2.34 3.77 0.080
C -3.79 8.85 -4.27 -0.110
O -4.48 8.62 -5.51 -0.249
P -5.01 7.08 -5.89 0.576
O -5.08 7.25 -7.35 -0.244
O -6.42 7.39 -5.12 -0.278
C -7.18 8.53 -5.50 -0.102
O -5.34 5.48 -5.80 -0.215
C -5.48 4.82 -4.53 -0.095
H -3.55 9.91 -4.22 0.087
H -4.42 8.58 -3.42 0.085
H -2.86 8.28 -4.23 0.080
H -6.97 8.82 -6.53 0.087
H -6.96 9.37 -4.84 0.083
H -8.23 8.27 -5.40 0.089
H -6.42 5.11 -4.06 0.089
H -4.65 5.04 -3.86 0.086
H -5.50 3.75 -4.72 0.068
C 7.45 1.99 3.10 -0.096
O 6.21 1.24 3.14 -0.225
P 5.51 0.97 4.58 0.447
O 4.69 -0.23 4.41 -0.246
O 4.65 2.36 4.53 -0.262
C 3.66 2.50 3.51 -0.112
O 5.78 1.13 6.15 -0.198
C 6.48 2.31 6.62 -0.072
H 7.75 2.07 2.06 0.086
H 7.31 2.99 3.51 0.090
H 8.23 1.47 3.65 0.078
H 3.28 1.53 3.18 0.078
H 4.06 3.05 2.66 0.081
H 2.84 3.07 3.94 0.088
H 5.83 3.18 6.55 0.088
H 7.40 2.47 6.06 0.052
H 6.74 2.14 7.66 0.091
C 12.92 3.51 3.68 -0.094
O 11.72 3.86 4.40 -0.219
P 11.17 2.85 5.55 0.453
O 9.73 3.11 5.64 -0.237
O 12.05 3.55 6.73 -0.262
C 11.77 4.90 7.07 -0.097
O 11.40 1.39 6.18 -0.201
C 12.73 0.86 6.33 -0.080
H 13.13 4.31 2.97 0.089
H 13.77 3.42 4.37 0.089
H 12.79 2.58 3.13 0.086
H 10.74 5.17 6.84 0.084
H 12.46 5.57 6.55 0.085
H 11.93 5.00 8.14 0.089
H 13.24 1.38 7.15 0.088
H 13.31 0.95 5.41 0.080
H 12.64 -0.19 6.58 0.091
```

E_tot, Ha: -6662.3328
Charge: 0
Largest force on an atom, hartree/bohr: 0.14987
Orbital gap, Eh: 0.29502
SMILES: CCCCC[C@@]1(CCCC)OS(=O)(=O)O[C@H]1[C@H](C)CCC.COP(=O)(OC)OC.COP(=O)(OC)OC.COP(=O)(OC)OC.COP(=O)(OC)OC.COP(=O)(OC)OC.COP(=O)(OC)OC.COP(=O)(OC)OC
LUMO energy, eV: -1.3807

Density functional theory data (wB97M-V/def2-TZVPD) for 3 unconnected molecules or ions with the total composition C2H8O3.

```
13
Properties=species:S:1:pos:R:3:lowdin_charge:R:1
O -0.28 -1.01 0.92 0.014
C -0.73 0.11 0.97 -0.329
C -1.36 0.77 -0.22 -0.036
H -0.67 0.67 1.92 0.125
H -2.41 1.02 -0.08 0.085
H -0.79 1.67 -0.44 0.085
H -1.20 0.08 -1.04 0.074
H 0.68 -2.58 -0.95 0.031
H 0.57 -1.20 -1.40 0.002
O 0.42 -2.09 -1.73 -0.063
H 1.46 0.22 0.60 0.008
H 2.65 1.21 0.70 0.054
O 1.69 1.14 0.74 -0.049
```

E_tot, Ha: -306.6971
Charge: 0
Largest force on an atom, hartree/bohr: 0.01691
Orbital gap, Eh: 0.39971
Energy relative to the best compared isomer or geometry (same formula, charge and spin), eV: 0.348
SMILES: CC=O.O.O
LUMO energy, eV: 0.6394

Density functional theory data (wB97M-V/def2-TZVPD) for a molecular structure, C22H14BrF6MoN5O6S2.

```
57
Properties=species:S:1:pos:R:3:lowdin_charge:R:1
Mo 0.71 -0.30 -0.58 1.708
F -1.12 0.40 2.62 0.156
C -2.24 -0.21 2.25 -0.690
F -3.27 0.32 2.88 0.184
F -2.15 -1.50 2.52 0.174
S -2.46 -0.01 0.42 0.685
O -1.32 -0.80 -0.12 -0.445
O -3.75 -0.48 0.08 -0.194
N -2.25 1.54 0.18 -0.266
S -0.93 2.02 -0.50 0.649
O 0.29 1.76 0.31 -0.378
O -0.72 1.51 -1.84 -0.303
C -1.16 3.85 -0.50 -0.701
F -0.07 4.38 -1.01 0.175
F -2.21 4.15 -1.24 0.190
F -1.34 4.26 0.73 0.184
Br 2.12 5.68 2.52 0.765
C 3.48 4.40 2.82 -0.689
C 4.65 4.48 2.09 -0.111
C 5.64 3.53 2.30 -0.035
C 5.42 2.50 3.20 -0.268
C 4.27 2.46 3.97 -0.022
C 3.29 3.42 3.78 -0.106
N 6.49 1.51 3.34 0.106
N 6.24 0.34 3.04 0.090
C 4.95 -0.03 2.54 -0.226
C 4.11 -0.78 3.31 -0.004
C 2.82 -1.16 2.87 0.037
C 2.41 -0.78 1.63 -0.300
O 1.19 -1.07 1.10 -0.249
C 3.29 -0.07 0.79 -0.146
N 2.81 0.22 -0.46 -0.023
C 3.60 0.82 -1.33 -0.074
C 4.91 1.21 -1.00 -0.008
C 5.39 0.96 0.26 0.036
C 4.57 0.30 1.21 -0.083
H 4.80 5.27 1.37 0.106
H 6.58 3.58 1.76 0.120
H 4.14 1.69 4.72 0.120
H 2.39 3.40 4.37 0.108
H 4.43 -1.07 4.31 0.128
H 2.17 -1.74 3.51 0.130
H 3.19 1.00 -2.32 0.127
H 5.51 1.70 -1.75 0.119
H 6.39 1.25 0.53 0.124
O 1.21 -0.78 -2.44 -0.241
N 0.84 -2.04 -2.10 -0.252
C 1.83 -2.96 -1.85 -0.008
C 1.51 -4.28 -1.73 -0.019
C 0.20 -4.71 -1.96 -0.018
C -0.75 -3.78 -2.35 -0.013
C -0.41 -2.45 -2.47 -0.016
H 2.81 -2.54 -1.70 0.141
H 2.29 -4.98 -1.49 0.127
H -0.06 -5.76 -1.87 0.123
H -1.76 -4.07 -2.60 0.130
H -1.07 -1.66 -2.80 0.145
```

E_tot, Ha: -5609.4328
Charge: +1
⟨S²⟩: 3.8068
Largest force on an atom, hartree/bohr: 0.03224
Spin multiplicity: 4
Orbital gap (spin up / spin down), Eh: 0.24246 / 0.24733
Energy relative to the best compared isomer or geometry (same formula, charge and spin), eV: 1.381
LUMO energy (spin up / spin down), eV: -3.8083 / -4.2424